C17H62BGaN22O16P as an isolated structure in a non-equilibrium geometry. Source: the Open Molecules 2025 dataset; level of theory: ωB97M-V/def2-TZVPD.

The geometry in XYZ format:
```
120
Properties=species:S:1:pos:R:3:mulliken_charge:R:1
C 8.117 -3.159 -2.182 -1.133
C 8.030 -2.346 -3.481 0.014
O 6.948 -2.723 -4.279 -0.552
Ga 5.400 -1.649 -4.051 -0.523
C 5.192 -1.286 -2.028 -1.065
C 5.756 0.210 -4.943 -0.774
P 5.172 1.553 -3.989 0.460
O 4.896 2.768 -4.814 -0.606
O 3.787 1.204 -3.243 -0.424
O 6.317 1.903 -2.912 -0.565
B 3.748 -2.646 -4.908 0.752
O 3.768 -3.065 -6.234 -0.594
C 2.378 -2.970 -4.133 -0.600
C 2.710 -3.608 -2.763 -0.928
H 7.609 -4.101 -2.344 0.219
H 7.644 -2.622 -1.365 0.239
H 9.150 -3.324 -1.885 0.397
H 7.961 -1.278 -3.234 0.001
H 8.968 -2.482 -4.029 0.429
H 5.255 -2.238 -1.507 0.455
H 5.982 -0.642 -1.647 0.333
H 4.220 -0.867 -1.773 0.146
H 6.836 0.316 -4.957 0.297
H 5.333 0.284 -5.935 0.578
H 3.898 1.117 -2.281 0.282
H 5.921 2.006 -2.029 0.348
H 2.843 -3.103 -6.530 0.302
H 1.826 -2.038 -4.007 0.305
H 1.754 -3.648 -4.720 0.446
H 2.673 -2.824 -2.017 0.231
H 3.719 -4.005 -2.769 0.238
H 1.992 -4.375 -2.497 0.231
C 3.664 4.669 -1.859 0.645
O 4.603 4.045 -1.393 -0.641
N 2.679 5.199 -1.059 -0.457
N 3.519 4.861 -3.195 -0.277
H 1.890 5.709 -1.408 0.167
H 2.770 5.055 -0.071 0.223
H 4.213 4.438 -3.801 0.156
H 2.754 5.362 -3.605 0.181
C -0.657 1.908 -0.395 0.652
O -1.425 1.001 -0.683 -0.697
N -0.561 2.405 0.871 -0.211
N 0.178 2.472 -1.321 -0.277
H 0.078 3.129 1.134 0.131
H -1.159 1.986 1.568 0.127
H 0.136 2.111 -2.255 0.164
H 0.823 3.212 -1.114 0.147
C -2.888 0.157 2.651 0.690
O -2.930 1.373 2.476 -0.800
N -2.168 -0.651 1.830 -0.074
N -3.564 -0.463 3.661 -0.167
H -2.106 -1.650 1.933 0.217
H -1.688 -0.207 1.062 0.047
H -4.113 0.112 4.280 0.150
H -3.539 -1.454 3.806 0.121
C -0.437 -4.058 1.423 0.716
O -1.454 -3.579 1.919 -0.787
N 0.557 -4.594 2.178 -0.418
N -0.238 -4.089 0.078 -0.253
H 1.389 -4.997 1.791 0.163
H 0.435 -4.585 3.172 0.208
H -0.953 -3.697 -0.507 0.210
H 0.581 -4.477 -0.353 0.123
C 8.152 5.022 -5.361 0.485
O 9.022 5.693 -5.905 -0.714
N 7.138 4.421 -6.034 -0.248
N 8.130 4.815 -4.005 -0.298
H 6.427 3.879 -5.569 0.230
H 7.107 4.532 -7.029 0.161
H 8.861 5.237 -3.466 0.172
H 7.431 4.261 -3.542 0.240
C -2.796 -7.264 0.795 0.604
O -1.696 -7.729 1.049 -0.654
N -3.029 -5.923 0.744 -0.281
N -3.881 -8.064 0.541 -0.386
H -3.924 -5.521 0.538 0.160
H -2.251 -5.311 0.927 0.104
H -3.737 -9.055 0.571 0.227
H -4.794 -7.710 0.329 0.159
C -6.764 1.269 5.378 0.621
O -5.756 0.563 5.515 -0.797
N -7.580 1.566 6.416 -0.298
N -7.121 1.795 4.185 -0.278
H -8.408 2.125 6.311 0.167
H -7.339 1.196 7.318 0.206
H -6.539 1.587 3.393 0.161
H -7.936 2.380 4.079 0.186
C -3.385 0.771 8.772 0.648
O -4.389 1.294 9.227 -0.645
N -2.413 0.240 9.584 -0.393
N -3.146 0.668 7.435 -0.303
H -1.579 -0.195 9.239 0.158
H -2.560 0.299 10.573 0.218
H -3.842 1.045 6.812 0.160
H -2.328 0.240 7.047 0.154
C -9.687 4.497 4.717 0.719
O -9.626 3.273 4.669 -0.738
N -8.758 5.300 4.125 -0.355
N -10.696 5.140 5.370 -0.432
H -8.792 6.301 4.155 0.170
H -8.001 4.855 3.640 0.207
H -11.392 4.570 5.813 0.228
H -10.773 6.137 5.427 0.155
C 2.631 2.098 -7.955 0.635
O 3.403 2.753 -8.637 -0.673
N 1.580 1.409 -8.517 -0.395
N 2.739 1.993 -6.603 -0.173
H 0.932 0.861 -7.987 0.157
H 1.476 1.464 -9.511 0.225
H 3.503 2.475 -6.138 0.102
H 2.103 1.457 -6.044 0.131
C -8.145 -2.646 5.533 0.620
O -9.109 -1.900 5.525 -0.651
N -6.868 -2.201 5.699 -0.222
N -8.279 -4.005 5.373 -0.389
H -6.071 -2.808 5.708 0.148
H -6.723 -1.208 5.818 0.102
H -9.206 -4.362 5.248 0.229
H -7.506 -4.642 5.375 0.154
```

total charge	-1
E_HOMO	-5.29	eV
DFT total energy	-5385.145132	hartree
energy above the lowest of the compared OMol25 structures with the same formula, charge and spin	3.3	kcal/mol

A 14-piece molecular cluster, C17H62N2O14 overall in a non-equilibrium geometry. Source: the Open Molecules 2025 dataset; level of theory: ωB97M-V/def2-TZVPD.

The geometry in XYZ format:
```
95
Properties=species:S:1:pos:R:3:mulliken_charge:R:1
C 0.803 -5.316 -1.465 -1.158
C -0.375 -5.258 -0.480 -0.198
O -1.053 -4.028 -0.643 -0.354
H 1.521 -6.041 -1.079 0.374
H 1.378 -4.385 -1.579 0.241
H 0.518 -5.588 -2.447 0.397
H 0.000 -5.333 0.519 0.235
H -1.135 -6.078 -0.664 0.366
H -1.486 -3.883 -1.497 0.246
C -0.369 0.151 5.546 -1.326
C -0.380 0.252 4.022 0.217
O -0.259 1.601 3.807 -0.474
H -1.173 0.717 5.981 0.373
H 0.610 0.480 5.964 0.209
H -0.627 -0.874 5.718 0.438
H -1.315 -0.179 3.513 0.265
H 0.484 -0.305 3.639 -0.106
H -1.160 1.896 3.948 0.296
C 0.479 0.520 0.785 0.956
C 0.113 -0.017 -0.584 -0.284
O -0.300 -1.280 -0.498 2.827
H 0.688 1.547 0.754 -0.755
H 1.124 -0.170 1.394 -0.633
H -0.423 0.459 1.368 0.439
H 0.990 -0.021 -1.232 0.060
H -0.636 0.655 -1.060 -0.579
H -1.157 -1.306 -0.055 -1.029
C 3.364 1.956 -0.365 0.427
O 2.643 2.040 -1.491 -0.749
N 3.271 2.797 0.618 -0.385
N 4.370 1.155 -0.216 -0.386
H 2.463 3.355 0.636 0.318
H 3.664 2.610 1.530 0.137
H 4.414 0.420 -0.948 0.259
H 4.983 0.964 0.678 0.258
C 0.357 4.447 -0.771 -0.095
O 1.280 4.501 0.322 -0.534
H -0.655 5.047 -0.701 0.177
H 0.129 3.449 -0.944 -0.244
H 0.900 4.925 -1.653 0.385
H 1.534 5.465 0.339 0.260
C -3.617 -0.624 0.230 -0.613
O -2.691 -1.606 0.582 -0.330
H -4.413 -1.011 -0.429 0.344
H -3.085 0.239 -0.247 0.012
H -4.096 -0.159 1.070 0.336
H -3.188 -2.464 0.670 0.252
C 2.982 -2.000 0.153 -0.162
O 1.937 -2.840 0.472 -0.574
H 2.736 -1.347 -0.731 -0.194
H 3.909 -2.482 0.017 0.519
H 3.126 -1.297 1.013 0.097
H 1.096 -2.348 0.446 -0.155
C 0.429 1.574 -3.776 -0.301
O 1.773 1.301 -3.822 -0.665
H -0.024 1.527 -4.722 0.501
H 0.233 2.484 -3.278 0.119
H -0.017 0.798 -3.143 -0.286
H 2.068 1.661 -2.978 0.683
C -3.140 2.595 -3.041 -0.813
O -2.161 2.581 -1.971 -0.131
H -3.682 3.526 -2.906 0.326
H -3.683 1.656 -2.854 0.229
H -2.658 2.549 -3.984 0.240
H -2.628 2.941 -1.144 0.306
C 1.361 -1.904 -3.316 0.394
O 0.547 -3.037 -3.591 -0.652
H 0.700 -1.046 -3.555 -0.103
H 2.296 -1.858 -3.789 0.517
H 1.564 -1.807 -2.245 -0.419
H 0.361 -3.419 -2.758 -0.018
C -2.697 -1.042 -3.071 0.399
O -2.593 -2.001 -4.119 -0.657
H -3.727 -0.875 -2.662 0.279
H -2.179 -0.155 -3.414 -0.088
H -2.258 -1.571 -2.222 -0.313
H -1.678 -1.957 -4.434 0.343
C -0.394 -3.098 2.511 0.893
O -1.638 -3.518 3.119 -0.608
H -0.485 -3.048 1.466 -0.844
H 0.415 -3.747 2.638 0.454
H -0.303 -2.162 2.995 -0.363
H -2.284 -3.571 2.424 0.320
C 2.604 1.543 3.322 -0.378
O 3.805 2.202 3.475 -0.619
H 1.954 2.088 2.609 0.263
H 2.160 1.664 4.257 0.344
H 2.602 0.549 2.971 0.051
H 3.846 2.634 4.309 0.348
C -2.138 3.523 1.213 -0.380
O -3.204 3.071 0.433 -0.642
H -2.012 4.544 0.880 0.256
H -1.217 3.002 0.891 -0.080
H -2.241 3.546 2.321 0.372
H -3.949 2.848 1.007 0.319
```

E_HOMO	-8.66	eV
DFT total energy	-1847.464637	hartree
energy above the lowest of the compared OMol25 structures with the same formula, charge and spin	39.7	kcal/mol

C17H6Cl3N4RuS2 as an isolated structure. Source: the Open Molecules 2025 dataset; level of theory: ωB97M-V/def2-TZVPD.

The geometry in XYZ format:
```
33
Properties=species:S:1:pos:R:3:mulliken_charge:R:1
Ru 0.328 0.959 -0.022 0.006
S -0.629 -0.295 -1.504 -0.113
C -0.090 -1.898 -1.215 0.641
C -0.399 -2.944 -2.104 -0.706
C 0.054 -4.209 -1.831 0.471
C -0.251 -5.281 -2.736 -0.303
N -0.489 -6.134 -3.466 -0.388
C 0.832 -4.461 -0.665 0.476
C 1.139 -3.444 0.201 -0.722
C 0.670 -2.146 -0.073 0.628
S 1.019 -0.835 0.981 -0.119
C 1.311 -5.788 -0.394 -0.297
N 1.688 -6.848 -0.169 -0.388
H -0.982 -2.755 -2.996 0.526
H 1.738 -3.639 1.081 0.524
N -4.388 4.659 3.982 -0.383
C -3.690 3.994 3.360 -0.100
C -2.814 3.160 2.581 0.289
C -1.666 3.710 2.026 -1.078
C -0.828 2.894 1.273 -0.233
C -1.156 1.555 1.093 1.347
C -2.302 0.995 1.648 -0.277
C -3.131 1.810 2.393 -0.552
H -1.432 4.753 2.180 0.450
H 0.074 3.338 0.843 0.322
H -2.540 -0.048 1.500 0.450
H -4.032 1.410 2.838 0.476
Cl 3.413 3.962 -3.404 -0.051
C 3.989 3.107 -1.980 0.802
Cl 5.145 1.848 -2.402 -0.056
Cl 4.650 4.218 -0.782 -0.056
C 2.831 2.438 -1.360 -0.351
N 1.936 1.916 -0.878 -0.233
```

total charge	+1
E_HOMO (spin up / spin down)	-12.24 / -12.24	eV
DFT total energy	-3141.948174	hartree
energy above the lowest of the compared OMol25 structures with the same formula, charge and spin	0.0	kcal/mol

C17H6N4NiO5Se as an isolated structure in a non-equilibrium geometry. Source: the Open Molecules 2025 dataset; level of theory: ωB97M-V/def2-TZVPD.

The geometry in XYZ format:
```
34
Properties=species:S:1:pos:R:3:mulliken_charge:R:1
Ni -0.694 -0.865 -1.482 -0.110
Se 4.516 -1.095 3.788 0.261
N 4.555 -0.836 1.986 -0.745
C 3.329 -0.587 1.588 0.562
C 2.957 -0.549 0.173 0.512
C 3.874 -0.298 -0.838 -0.364
C 3.427 -0.147 -2.153 -0.716
C 2.084 -0.384 -2.430 -0.117
N 1.203 -0.745 -1.454 -0.380
C 1.593 -0.715 -0.125 0.425
C 0.587 -0.715 0.912 0.628
N -0.716 -0.768 0.485 -0.513
C -1.740 -0.678 1.381 -0.193
C -1.476 -0.392 2.744 -0.686
C -0.167 -0.305 3.189 -0.477
C 0.869 -0.470 2.267 0.502
C 2.278 -0.553 2.662 0.496
N 2.719 -0.720 3.897 -0.760
H 4.913 -0.094 -0.542 0.477
H 4.088 0.113 -3.001 0.376
H 1.675 -0.334 -3.430 0.438
H -2.742 -0.744 0.994 0.537
H -2.313 -0.234 3.402 0.434
H 0.102 -0.007 4.203 0.464
O -5.519 2.752 -1.764 -0.560
C -4.566 2.003 -1.801 0.408
C -3.081 2.404 -1.802 0.099
O -2.592 3.528 -1.746 -0.637
C -2.303 1.211 -1.986 0.824
C -3.142 0.083 -1.826 0.936
O -2.607 -1.075 -1.621 -0.940
C -4.547 0.473 -1.744 0.231
O -5.524 -0.273 -1.714 -0.630
O -1.040 1.014 -2.210 -0.783
```

spin multiplicity	3
<S²>	2.009
E_HOMO (spin up / spin down)	-7.17 / -7.20	eV
DFT total energy	-5156.380335	hartree
energy above the lowest of the compared OMol25 structures with the same formula, charge and spin	0.0	kcal/mol

C17H9AuBrNO5 as an isolated structure in a non-equilibrium geometry. Source: the Open Molecules 2025 dataset; level of theory: ωB97M-V/def2-TZVPD.

The geometry in XYZ format:
```
34
Properties=species:S:1:pos:R:3:mulliken_charge:R:1
Au 0.633 -0.919 -0.312 0.645
O 1.634 -2.572 5.466 -0.503
C 1.481 -2.224 4.174 1.077
C 2.415 -1.418 3.508 -0.402
C 2.158 -1.120 2.186 -0.008
N 1.086 -1.618 1.618 -0.539
C 0.151 -2.325 2.214 0.233
C 0.316 -2.677 3.535 -0.513
C -1.039 -2.599 1.292 0.326
O -1.983 -3.229 1.683 -0.595
O -0.933 -2.126 0.048 -0.615
C 2.943 -0.204 1.244 0.352
O 3.952 0.329 1.624 -0.606
O 2.453 -0.081 0.015 -0.641
H 2.454 -2.212 5.816 0.302
H 3.297 -1.021 3.995 0.443
H -0.425 -3.261 4.061 0.549
Br 0.765 -1.203 -3.219 -0.147
C -0.315 0.332 -3.417 0.289
C -0.644 0.713 -4.682 -0.546
C -1.440 1.860 -4.882 -0.560
C -1.875 2.587 -3.817 -0.898
C -1.543 2.208 -2.494 1.082
C -1.996 2.966 -1.388 -0.862
C -1.683 2.607 -0.114 -0.855
C -0.895 1.458 0.127 -0.190
C -0.448 0.716 -0.924 0.045
C -0.744 1.051 -2.267 0.842
H -0.296 0.138 -5.528 0.395
H -1.697 2.154 -5.891 0.386
H -2.484 3.470 -3.965 0.365
H -2.603 3.843 -1.578 0.365
H -2.035 3.193 0.725 0.378
H -0.660 1.183 1.148 0.405
```

E_HOMO (spin up / spin down)	-8.55 / -8.55	eV
DFT total energy	-3793.843728	hartree
energy above the lowest of the compared OMol25 structures with the same formula, charge and spin	26.7	kcal/mol

A 2-piece molecular cluster, C17H9F3N3O3S2 overall in a non-equilibrium geometry. Source: the Open Molecules 2025 dataset; level of theory: ωB97M-V/def2-TZVPD.

The geometry in XYZ format:
```
37
Properties=species:S:1:pos:R:3:mulliken_charge:R:1
C 0.138 2.183 -3.200 -0.875
C 1.515 1.993 -3.161 0.297
N 2.692 1.930 -3.173 -0.683
C -0.720 1.249 -3.814 1.276
C -2.108 1.547 -3.968 -0.801
C -2.978 0.610 -4.489 -0.488
C -2.496 -0.641 -4.907 0.363
C -3.405 -1.630 -5.409 0.104
N -4.137 -2.445 -5.818 -0.606
C -1.125 -0.928 -4.837 -0.581
C -0.237 -0.002 -4.316 -0.628
H -0.272 3.152 -2.904 0.277
H -2.463 2.537 -3.669 0.293
H -4.044 0.831 -4.563 0.382
H -0.768 -1.898 -5.186 0.388
H 0.835 -0.219 -4.292 0.317
F 0.725 -1.740 8.217 -0.228
C 0.622 -1.117 7.006 0.726
F -0.557 -1.467 6.439 -0.222
F 0.609 0.226 7.218 -0.218
S 2.027 -1.620 5.989 -0.133
N 1.505 -0.977 4.493 -0.101
C 0.806 -1.773 3.546 0.633
O 0.379 -2.901 3.752 -0.607
C 0.704 -0.936 2.327 0.161
C 1.429 0.230 2.391 0.650
C 1.453 1.167 1.357 -0.975
C 0.672 0.899 0.226 -0.208
C -0.083 -0.281 0.149 -0.460
C -0.078 -1.207 1.193 -0.733
S 2.337 0.422 3.865 1.096
O 1.920 1.603 4.573 -0.581
O 3.723 0.108 3.665 -0.594
H 2.066 2.057 1.463 0.399
H 0.669 1.625 -0.593 0.381
H -0.683 -0.467 -0.742 0.503
H -0.671 -2.120 1.176 0.475
```

total charge	-1
E_HOMO	-3.60	eV
DFT total energy	-2139.234356	hartree
energy above the lowest of the compared OMol25 structures with the same formula, charge and spin	0.0	kcal/mol

C17H9INO4Pt as an isolated structure in a non-equilibrium geometry. Source: the Open Molecules 2025 dataset; level of theory: ωB97M-V/def2-TZVPD.

The geometry in XYZ format:
```
33
Properties=species:S:1:pos:R:3:mulliken_charge:R:1
Pt 1.891 0.140 0.449 0.705
O -1.665 5.740 2.510 -0.712
C -2.088 4.967 1.638 0.518
O -3.160 4.938 1.008 -0.733
C -1.111 3.801 1.280 0.248
C -1.468 2.852 0.330 -0.828
C -0.595 1.830 0.021 -0.047
N 0.598 1.733 0.618 -0.456
C 0.965 2.635 1.545 0.111
C 0.131 3.678 1.892 -0.395
C 2.338 2.413 2.177 0.712
O 2.749 3.171 3.033 -0.661
O 2.981 1.403 1.690 -0.686
H -2.433 2.941 -0.149 0.475
H -0.824 1.066 -0.709 0.401
H 0.440 4.393 2.641 0.558
I 1.336 -1.896 2.292 -0.008
C 0.487 -2.925 0.660 0.181
C 0.040 -4.196 0.878 -0.594
C -0.527 -4.931 -0.182 -0.510
C -0.616 -4.373 -1.423 -0.827
C -0.156 -3.057 -1.670 1.022
C -0.235 -2.508 -2.970 -0.859
C 0.206 -1.238 -3.206 -0.716
C 0.731 -0.465 -2.153 -0.262
C 0.864 -0.945 -0.866 -0.665
C 0.403 -2.283 -0.614 0.790
H 0.124 -4.644 1.859 0.335
H -0.881 -5.938 -0.001 0.372
H -1.040 -4.933 -2.249 0.341
H -0.653 -3.113 -3.766 0.339
H 0.143 -0.814 -4.201 0.380
H 1.025 0.558 -2.362 0.469
```

total charge	-1
E_HOMO	-5.37	eV
DFT total energy	-1426.052427	hartree
energy above the lowest of the compared OMol25 structures with the same formula, charge and spin	21.9	kcal/mol

C17H9N3O5SSr as an isolated structure in a non-equilibrium geometry. Source: the Open Molecules 2025 dataset; level of theory: ωB97M-V/def2-TZVPD.

The geometry in XYZ format:
```
36
Properties=species:S:1:pos:R:3:mulliken_charge:R:1
Sr -1.379 -0.866 -1.630 1.685
O -6.537 2.910 -2.622 -0.571
C -5.627 2.134 -2.378 0.480
C -4.411 2.449 -1.549 0.428
O -4.412 3.290 -0.674 -0.646
C -3.401 1.455 -1.906 0.296
C -3.988 0.441 -2.642 0.403
O -3.390 -0.713 -2.873 -1.130
C -5.417 0.711 -2.927 0.390
O -6.279 0.090 -3.469 -0.597
O -2.193 1.320 -1.381 -0.840
N 2.492 -0.028 1.083 -0.195
C 2.074 0.936 2.019 0.146
C 2.702 1.095 3.270 -0.649
C 2.225 2.045 4.133 -0.582
C 1.077 2.722 3.872 -0.555
C 0.438 2.594 2.660 -0.677
C 0.984 1.727 1.725 0.626
S 0.281 1.744 0.080 0.001
N 0.680 0.226 -0.406 -0.406
C 1.625 -0.464 0.105 0.455
C 1.899 -1.845 -0.488 0.366
C 3.100 -2.550 -0.338 -0.544
C 3.249 -3.812 -0.957 -0.401
C 2.198 -4.340 -1.667 -0.658
C 1.005 -3.640 -1.719 -0.138
N 0.858 -2.425 -1.177 -0.277
H 2.987 -0.768 1.550 0.224
H 3.564 0.544 3.490 0.443
H 2.733 2.248 5.059 0.386
H 0.692 3.386 4.640 0.362
H -0.504 3.085 2.401 0.470
H 3.983 -2.101 0.123 0.444
H 4.202 -4.319 -0.929 0.430
H 2.313 -5.263 -2.219 0.379
H 0.179 -4.018 -2.260 0.454
```

E_HOMO	-6.66	eV
DFT total energy	-1622.623919	hartree